DFT (the ωB97M-V functional and the def2-TZVPD basis) results for a structure of composition C31H33Cl3N10OS2V at a distorted geometry.

CARTESIAN COORDINATES (ANGSTROEM)
V 1.7294 -1.2611 -0.1607
N -2.5506 -1.3678 0.2711
C -1.3594 -1.4699 -0.2944
N -0.2262 -1.4697 0.3721
C -0.2763 -1.3581 1.7762
N 0.7827 -1.5640 2.4797
N 1.9249 -1.9068 1.7201
C 2.8177 -2.4713 2.4673
C 4.0900 -3.0521 2.0354
C 5.0917 -3.1929 2.9879
C 6.3228 -3.6932 2.6045
C 6.5132 -4.0561 1.2824
C 5.4499 -3.9222 0.4049
N 4.2587 -3.4385 0.7628
C -1.5489 -1.0569 2.4203
C -1.6572 -0.7566 3.7808
C -2.8962 -0.5293 4.3367
C -4.0460 -0.6172 3.5454
C -3.9555 -0.9118 2.2015
C -2.6993 -1.1118 1.6425
H -3.3694 -1.3714 -0.3152
H -1.3284 -1.5467 -1.3730
H 2.5890 -2.5240 3.5251
H 4.9076 -2.8966 4.0156
H 7.1186 -3.8035 3.3295
H 7.4589 -4.4563 0.9373
H 5.5534 -4.2304 -0.6313
H -0.7521 -0.7183 4.3785
H -2.9845 -0.2903 5.3902
H -5.0204 -0.4524 3.9895
H -4.8487 -0.9858 1.5871
N 1.9888 -3.2786 -0.9724
N 2.2585 -3.3236 -2.3492
C 1.8098 -2.3506 -3.1617
N 1.9547 -2.5576 -4.4641
S 1.1048 -0.9231 -2.5625
H 2.8655 -3.4351 -0.4388
H 1.3092 -3.9838 -0.7350
H 2.6395 -4.1701 -2.7284
H 2.3642 -3.3920 -4.8488
H 1.6780 -1.8302 -5.0993
O -0.2887 1.4804 -1.1412
S -0.2829 2.5795 -2.1926
C -1.6611 2.2164 -3.3136
C -3.0487 2.1992 -2.7276
C -4.0154 3.0635 -3.2300
C -5.3125 3.0474 -2.7272
C -5.6496 2.1736 -1.7037
C -4.6841 1.3126 -1.1879
C -3.3962 1.3154 -1.7035
C -0.8952 4.0890 -1.3426
C -1.6927 3.8016 -0.0977
C -3.0609 4.0427 -0.0441
C -3.7799 3.7818 1.1155
C -3.1376 3.2648 2.2329
C -1.7674 3.0356 2.1947
C -1.0513 3.3081 1.0379
H -1.3723 1.2411 -3.7103
H -1.5757 2.9558 -4.1149
H -3.7563 3.7608 -4.0233
H -6.0586 3.7190 -3.1381
H -6.6584 2.1626 -1.3051
H -4.9455 0.6457 -0.3703
H -2.6297 0.6751 -1.2874
H -1.4599 4.6535 -2.0893
H 0.0176 4.6342 -1.1105
H -3.5712 4.4408 -0.9144
H -4.8434 3.9912 1.1456
H -3.6974 3.0628 3.1392
H -1.2548 2.6670 3.0767
H 0.0225 3.1602 1.0224
Cl 6.0649 1.5799 -0.3099
C 5.6439 0.3927 -1.5408
Cl 6.9592 -0.7629 -1.7554
Cl 5.2897 1.1898 -3.0747
C 4.4388 -0.2847 -1.0679
N 3.4861 -0.8122 -0.6903
N 1.6794 0.7168 0.6384
H 1.2870 0.8069 1.5700
H 1.0351 1.2061 -0.0055
H 2.5608 1.2134 0.6366

Results
Total charge: +2
Multiplicity: 2
Energy relative to the best compared isomer or geometry (same formula, charge and spin): 0.0 kcal/mol
<S²>: 0.7789